Entry 1:
Computed, not measured: a single C3H3N3O molecule, with ωB97M-V/def2-TZVPD.

CARTESIAN COORDINATES (ANGSTROEM)
O: -0.65928 -1.89412 -0.65346
C: -0.09268 -0.75679 -0.24980
C: 0.27434 -0.57812 1.10049
N: 0.36282 0.64377 1.57544
N: 0.27307 1.69138 0.75050
C: 0.22701 1.43289 -0.54391
N: 0.00732 0.23642 -1.10203
H: -1.15993 -1.65286 -1.45063
H: 0.43344 -1.40288 1.78909
H: 0.33389 2.28031 -1.21568

Output
* lowest unoccupied orbital energy: 0.24 eV
* HOMO-LUMO gap: 9.99 eV
* SMILES: Oc1cnncn1
* HOMO level: -9.747 eV
* net charge: 0


Entry 2:
Computed, not measured: a molecular structure, C14H28AsFeN4SSe4Si2, with ωB97M-V/def2-TZVPD.

CARTESIAN COORDINATES (ANGSTROEM)
Fe: 0.11932 1.86119 0.00857
C: 4.00764 1.03954 -1.41539
C: 2.53708 1.18663 -1.23072
N: 1.98403 1.34391 -0.09319
N: 2.71279 1.39360 1.04762
C: 2.05657 1.53176 2.22643
N: 2.84106 1.48844 3.32390
S: 0.40139 1.65220 2.28889
C: 1.56847 1.24969 -2.33139
C: 1.87813 0.96736 -3.64844
C: 0.87427 1.04694 -4.60234
C: -0.40140 1.39579 -4.20910
C: -0.64309 1.65580 -2.87529
N: 0.32494 1.59457 -1.96263
H: 4.54211 1.83280 -0.88563
H: 4.28745 1.11878 -2.46102
H: 4.36141 0.07501 -1.04039
H: 3.71077 1.26954 1.00658
H: 3.81777 1.72575 3.24921
H: 2.39854 1.76235 4.18615
H: 2.87733 0.67004 -3.93551
H: 1.09326 0.82613 -5.63964
H: -1.21524 1.46244 -4.91742
H: -1.62395 1.89951 -2.48812
Se: -2.23991 2.51708 0.11946
Se: -1.92343 4.71070 -0.76817
Se: -2.74058 6.20847 0.68172
Se: 0.69674 4.04379 -0.08176
C: 0.25302 -3.77362 0.63041
Si: 0.33501 -2.04561 1.36564
C: 2.18024 -1.74806 1.63128
C: -0.48254 -2.05768 3.05849
As: -0.59009 -0.59193 -0.21555
Si: -2.87764 -0.99064 0.18085
C: -3.86423 -0.47070 -1.32776
C: -3.56842 -0.21730 1.75218
C: -3.13557 -2.85296 0.30482
H: 0.66145 -4.50095 1.34240
H: 0.85244 -3.81515 -0.28415
H: -0.76107 -4.08552 0.37169
H: 2.58511 -2.63117 2.13918
H: 2.39763 -0.88633 2.26362
H: 2.70908 -1.64057 0.67712
H: 0.07381 -2.69569 3.75505
H: -1.50854 -2.43602 3.00348
H: -0.52996 -1.04805 3.47842
H: -3.82212 0.60445 -1.49363
H: -4.91260 -0.76246 -1.19059
H: -3.48457 -0.98484 -2.21774
H: -2.96915 0.62020 2.11344
H: -3.60552 -0.96759 2.55078
H: -4.58395 0.15637 1.58712
H: -2.71484 -3.38184 -0.55559
H: -4.21764 -3.03166 0.30947
H: -2.72284 -3.29454 1.21716

Output
* lowest unoccupied orbital energy (spin up / spin down): -0.93 / -0.97 eV
* HOMO-LUMO gap (spin up / spin down): 5.86 / 5.90 eV
* 2S+1: 2
* HOMO level (spin up / spin down): -6.789 / -6.869 eV
* net charge: 0


What are the relative energy (zero: lowest compared OMol25 entry of this formula, charge and spin) values for these records? In order: 125.5; 103.9 kJ/mol.
What are the molar mass values for these records? In order: 97.077; 787.252 g/mol.